A 8-piece molecular cluster, C16H35Cl4N3O15 overall at a distorted geometry, computed with the ωB97M-V functional and the def2-TZVPD basis.

Each line ends with the Mulliken charge.
Atoms and positions in Å:
Cl: 0.39810 -1.90955 1.34938  -0.11
C: 0.05381 -0.68594 0.13543  -0.38
C: -1.43439 -0.39316 0.05012  0.23
Cl: -1.78238 0.60840 -1.40770  -0.31
H: 0.42866 -1.10629 -0.79394  0.35
H: 0.57961 0.23586 0.37413  0.13
H: -1.81247 0.19022 0.88054  -0.10
H: -2.00070 -1.31776 -0.02052  0.14
Cl: 1.67254 -4.96477 7.03285  -0.20
C: 0.74767 -4.73996 5.49301  -0.45
C: 1.27944 -3.56685 4.71074  -0.18
Cl: 2.87254 -3.91691 3.99053  -0.17
H: -0.30829 -4.72742 5.73930  0.35
H: 0.94430 -5.61570 4.87447  0.29
H: 1.37788 -2.63577 5.26169  0.35
H: 0.62287 -3.37289 3.86172  0.01
C: -1.85026 -5.94958 0.22836  -0.70
N: -2.81337 -4.88376 -0.12014  0.84
O: -3.96442 -5.20369 -0.35601  -0.51
O: -2.42008 -3.72954 -0.12150  -0.49
H: -1.24485 -6.14004 -0.65351  0.27
H: -2.39138 -6.83396 0.53854  0.31
H: -1.26291 -5.52159 1.03681  0.25
C: 2.22061 3.66084 1.66886  -0.75
N: 0.86612 3.13130 1.84614  0.86
O: 0.27234 2.71509 0.87258  -0.43
O: 0.41047 3.10684 2.97349  -0.54
H: 2.11878 4.56140 1.05693  0.29
H: 2.75720 2.94214 1.05255  0.25
H: 2.68612 3.96850 2.59420  0.32
C: -4.89506 -1.32104 -1.05097  -0.25
N: -5.84941 -0.67908 -1.97854  0.97
O: -5.69109 0.51276 -2.16850  -0.55
O: -6.72034 -1.36164 -2.47472  -0.58
H: -3.93954 -0.83653 -1.24379  -0.09
H: -4.77993 -2.38334 -1.23348  0.21
H: -5.20414 -1.12095 -0.02804  0.30
C: 0.59195 2.81528 -2.43311  -0.49
O: 1.60970 3.55887 -3.05616  -0.34
C: 2.86432 3.26717 -2.82729  0.81
O: 3.25413 2.49051 -1.97639  -0.58
O: 3.64222 3.93650 -3.64346  -0.39
C: 5.05008 3.79686 -3.54748  -0.65
H: 0.57569 1.77165 -2.75051  0.37
H: -0.35834 3.33299 -2.46690  0.34
H: 0.76533 2.65252 -1.36429  0.16
H: 5.37399 3.28266 -2.64348  0.31
H: 5.53942 4.76757 -3.46923  0.27
H: 5.37036 3.26776 -4.44121  0.26
C: 3.55189 -1.49074 -0.36029  -0.44
O: 4.58560 -1.31123 -1.32806  -0.36
C: 5.74926 -0.82693 -0.91103  0.80
O: 6.16136 -0.83614 0.20618  -0.57
O: 6.44087 -0.29980 -1.92165  -0.33
C: 6.14348 -0.61399 -3.26223  -0.60
H: 2.70948 -1.98468 -0.83216  0.19
H: 3.24854 -0.47719 -0.07757  0.12
H: 3.85492 -2.00908 0.54725  0.39
H: 5.35093 -0.00176 -3.68351  0.21
H: 6.06012 -1.68082 -3.46140  0.31
H: 7.03997 -0.34452 -3.82937  0.28
C: -2.98432 2.59515 1.69642  -0.63
O: -4.27438 2.81436 1.12441  -0.35
C: -5.14012 1.80913 1.05090  0.98
O: -4.96440 0.72155 1.51871  -0.61
O: -6.24951 2.14627 0.41441  -0.33
C: -6.31236 3.37702 -0.29642  -0.68
H: -2.85068 1.56338 2.00935  0.31
H: -2.89570 3.22891 2.57739  0.30
H: -2.29023 2.91988 0.92856  0.18
H: -5.65946 3.43247 -1.16685  0.26
H: -6.17639 4.19292 0.41121  0.33
H: -7.32175 3.41989 -0.70577  0.27

Atomic forces in eV per Å
Cl 0.09 -0.29 0.66
C -0.30 0.60 -0.60
C -0.08 -0.17 -0.13
Cl 0.16 -0.18 0.17
H -0.12 0.23 -0.14
H 0.19 -0.13 0.02
H 0.20 -0.09 0.18
H -0.06 0.03 -0.14
Cl -0.34 0.03 -0.37
C 0.93 -0.49 0.07
C -0.43 0.45 -0.38
Cl 0.09 -0.05 0.08
H -0.03 0.45 0.01
H -0.10 -0.16 0.25
H -0.03 -0.15 0.24
H -0.09 -0.04 0.08
C 0.24 0.22 0.26
N -1.14 0.46 -0.06
O 0.45 -0.09 -0.02
O 0.27 -0.35 -0.07
H 0.07 0.03 0.05
H -0.10 0.02 -0.07
H 0.22 -0.22 -0.11
C 0.38 0.81 -1.17
N -0.55 -0.37 1.17
O 0.13 0.03 -0.31
O 0.08 0.14 -0.13
H -0.11 -0.12 -0.04
H 0.20 -0.03 0.28
H -0.12 -0.53 0.26
C 0.91 -0.09 0.09
N -0.07 -0.08 0.06
O -0.15 -0.07 -0.09
O -0.01 0.11 -0.02
H -0.15 0.06 0.16
H -0.47 -0.05 -0.14
H -0.14 0.10 -0.06
C 0.10 -1.33 1.93
O -0.55 1.02 -1.05
C 0.57 -1.36 1.51
O -0.18 0.12 -0.16
O -0.13 1.03 -0.60
C 0.67 -0.22 0.42
H -0.30 0.26 -0.83
H 0.04 0.06 -0.73
H 0.38 0.57 -0.04
H -0.37 -0.41 -0.11
H -0.42 0.21 -0.43
H 0.23 0.02 0.06
C -0.09 0.91 0.50
O -0.57 -0.57 -0.51
C -0.05 -0.02 -0.30
O -0.01 0.19 0.59
O 0.57 -0.01 0.33
C 0.92 0.15 -1.17
H 0.21 -0.16 -0.20
H -0.21 -0.17 0.15
H 0.27 -0.18 -0.22
H -0.46 -0.28 0.27
H -0.62 -0.02 0.34
H 0.02 0.21 0.23
C -0.11 0.25 0.10
O -0.18 0.46 -0.18
C 0.27 0.23 0.02
O -0.02 -0.67 0.20
O -0.09 -0.42 -0.23
C -0.77 0.40 -0.09
H -0.03 -0.01 -0.19
H 0.03 0.05 -0.04
H 0.32 -0.24 0.17
H 0.43 -0.17 0.36
H 0.17 0.16 -0.30
H -0.03 -0.05 0.23

Values from the calculation:
Charge = 0
HOMO-LUMO gap = 10.4 eV
SMILES = C[N+](=O)[O-].C[N+](=O)[O-].C[N+](=O)[O-].COC(=O)OC.COC(=O)OC.COC(=O)OC.ClCCCl.ClCCCl

---

FIn as an isolated structure, computed with the ωB97M-V functional and the def2-TZVPD basis.

Each line ends with the Mulliken charge.
Atoms and positions in Å:
In: -1.26342 0.36335 0.69164  1.02
F: 1.26342 -0.36335 -0.69164  -0.02

Atomic forces in eV per Å
In 0.09 -0.03 -0.05
F -0.09 0.03 0.05

Values from the calculation:
Charge = +1
HOMO-LUMO gap (alpha / beta) = 12.0 / 8.6 eV
<S²> = 0.753
Spin multiplicity = 2

---

C36H48FGe2IrN4O4SSi as an isolated structure, computed with the ωB97M-V functional and the def2-TZVPD basis.

Each line ends with the Mulliken charge.
Atoms and positions in Å:
Ir: 1.52124 1.11772 -1.23415  0.54
C: -5.13396 1.01380 -3.43236  -1.18
C: -3.97562 1.71344 -2.71421  -0.73
Ge: -2.68608 0.40054 -2.10048  0.88
C: -2.15455 -0.90979 -3.44006  -0.42
C: -2.82730 -2.27249 -3.26382  -1.28
C: -3.17538 -0.45352 -0.43533  -0.54
C: -2.91471 -0.40818 0.88022  0.62
Ge: -1.54378 0.67686 1.79610  0.76
C: -0.11344 -0.29375 2.71004  0.67
C: -0.41911 -1.54736 3.52561  -1.57
C: -2.08987 2.34186 2.65411  -0.61
C: -2.22784 2.27072 4.17562  -1.22
C: -3.66016 -1.28320 1.83960  0.63
C: -3.59757 -1.02268 3.20557  0.32
C: -4.27974 -1.79462 4.13445  -1.12
C: -5.04314 -2.86630 3.70738  -0.51
C: -5.10993 -3.15593 2.34980  -0.91
C: -4.42992 -2.37800 1.43061  -0.52
H: -5.87503 1.74105 -3.76296  0.39
H: -5.65099 0.30581 -2.78107  0.31
H: -4.79828 0.46824 -4.31551  0.31
H: -4.32080 2.30305 -1.86699  0.38
H: -3.44841 2.39107 -3.38929  0.51
H: -1.06913 -1.01342 -3.37468  0.07
H: -2.37439 -0.48463 -4.42143  0.62
H: -2.60129 -2.70140 -2.28573  0.23
H: -2.47579 -2.97889 -4.01583  0.40
H: -3.91324 -2.21089 -3.36231  0.37
H: -3.97188 -1.14647 -0.71718  0.31
H: 0.36980 0.46108 3.33302  0.50
H: 0.60280 -0.53024 1.91859  -0.62
H: -0.99234 -1.32452 4.42563  0.40
H: 0.51274 -2.01780 3.84341  0.47
H: -0.98056 -2.28805 2.95684  0.24
H: -3.00141 2.70026 2.17823  0.44
H: -1.29890 3.05055 2.39402  0.48
H: -3.06438 1.64814 4.49172  0.36
H: -2.41088 3.26641 4.57944  0.44
H: -1.32155 1.89098 4.65194  0.26
H: -3.01535 -0.19230 3.59138  -0.07
H: -4.21118 -1.55509 5.18727  0.45
H: -5.57760 -3.47711 4.42222  0.41
H: -5.69372 -3.99920 2.00554  0.42
H: -4.49460 -2.65331 0.38681  0.39
C: 5.40289 0.31394 1.51678  -1.25
Si: 4.04479 -0.38015 0.42948  -0.10
C: 3.27098 -1.85213 1.29751  -0.68
C: 4.77588 -0.89600 -1.21454  -1.11
N: 2.87958 0.93309 0.17523  0.27
C: 2.80565 1.98448 1.10411  -0.19
C: 2.69696 1.73360 2.47924  -0.13
C: 2.63971 2.75707 3.40666  -1.02
C: 2.64607 4.08351 2.98655  -0.72
C: 2.74769 4.36903 1.63402  -0.70
C: 2.84206 3.32609 0.73721  0.69
F: 2.97684 3.62745 -0.58076  -0.14
H: 6.30669 -0.28020 1.36084  0.44
H: 5.16442 0.27648 2.57964  0.32
H: 5.64202 1.34864 1.26367  0.38
H: 3.88799 -2.74105 1.14393  0.48
H: 2.26420 -2.09178 0.94218  0.00
H: 3.21690 -1.67792 2.37524  0.38
H: 5.82615 -1.15742 -1.07254  0.59
H: 4.74567 -0.07471 -1.93212  0.27
H: 4.27937 -1.76026 -1.65685  0.22
H: 2.67481 0.70248 2.80931  0.58
H: 2.58215 2.51965 4.46105  0.48
H: 2.58576 4.88908 3.70499  0.43
H: 2.77525 5.38322 1.26005  0.52
C: -0.05896 -4.24814 -0.55038  -0.79
C: -0.57854 -3.02483 -0.15680  -0.84
C: -0.02846 -1.84745 -0.63900  1.55
C: 1.03564 -1.88441 -1.52588  -0.38
C: 1.55153 -3.11396 -1.94579  -0.07
C: 1.00304 -4.28209 -1.44803  -1.20
N: 1.55876 -0.66473 -2.03358  1.73
N: 2.21457 -0.80283 -3.17718  -0.98
C: 2.69116 0.36825 -3.65049  0.25
C: 3.39123 0.46504 -4.86557  -0.62
C: 3.83064 1.69015 -5.28289  -0.34
C: 3.57782 2.83190 -4.50032  -0.92
C: 2.90383 2.70080 -3.31954  -0.23
N: 2.47616 1.48919 -2.89584  0.49
H: -0.48240 -5.16769 -0.16996  0.48
H: -1.42566 -2.98160 0.51662  0.28
H: -0.43651 -0.89288 -0.34954  -0.65
H: 2.37106 -3.14282 -2.64597  0.53
H: 1.41102 -5.23256 -1.76564  0.39
H: 3.55931 -0.44148 -5.42787  0.54
H: 4.37232 1.78355 -6.21393  0.43
H: 3.90472 3.81216 -4.81269  0.45
H: 2.67916 3.53683 -2.67332  0.56
O: -0.33039 1.33929 0.39818  -0.64
S: -0.89556 2.27680 -0.70622  0.24
O: -2.18982 2.74697 -0.33005  -0.51
O: -0.99696 1.31618 -1.91610  -0.53
O: 0.14806 3.23170 -0.98486  -0.54

Atomic forces in eV per Å
Ir -0.06 -0.35 0.15
C -0.05 0.02 0.00
C 0.05 -0.02 0.00
Ge 0.25 -0.09 -0.16
C 0.03 0.01 0.06
C -0.03 -0.04 0.01
C -0.07 0.10 0.29
C 0.04 -0.11 -0.26
Ge 0.28 0.00 0.03
C -0.02 -0.01 -0.07
C -0.03 -0.03 0.04
C 0.02 0.00 0.01
C 0.02 0.00 0.01
C 0.01 0.01 -0.04
C -0.04 0.06 0.07
C -0.01 -0.01 -0.02
C -0.01 -0.02 0.00
C -0.01 0.01 0.03
C 0.07 -0.03 -0.01
H 0.01 0.01 -0.01
H 0.00 0.01 0.01
H 0.02 -0.01 0.00
H 0.02 -0.02 0.02
H -0.02 0.01 -0.01
H 0.00 0.01 0.01
H 0.00 -0.01 -0.01
H 0.01 0.00 0.00
H 0.01 0.02 -0.01
H 0.00 0.02 0.01
H -0.05 0.00 0.03
H 0.02 0.02 0.03
H 0.01 -0.01 -0.03
H -0.02 0.02 -0.02
H 0.01 0.02 -0.01
H -0.01 0.00 -0.04
H 0.00 -0.01 0.02
H -0.01 0.00 -0.03
H -0.02 0.00 0.00
H 0.02 0.01 -0.01
H -0.01 -0.02 -0.01
H 0.00 0.04 -0.05
H 0.00 0.00 0.00
H 0.00 0.00 0.00
H 0.00 0.00 0.00
H 0.04 0.02 -0.04
C 0.03 -0.04 -0.07
Si 0.06 0.07 -0.02
C -0.07 0.00 -0.03
C -0.08 0.05 -0.01
N -0.02 0.10 -0.06
C -0.15 -0.04 0.20
C 0.00 -0.02 -0.03
C -0.02 0.10 -0.02
C 0.03 -0.04 -0.01
C 0.02 -0.03 0.01
C -0.03 0.08 0.00
F 0.05 0.00 0.10
H 0.01 -0.01 0.03
H -0.02 0.01 -0.01
H 0.00 0.00 -0.03
H 0.02 -0.01 0.02
H 0.08 0.03 -0.03
H -0.03 0.00 0.01
H 0.00 -0.03 0.04
H 0.03 0.01 -0.03
H -0.04 0.03 -0.01
H 0.00 0.00 -0.02
H -0.01 0.02 0.00
H 0.00 0.00 0.00
H -0.01 0.01 0.01
C 0.02 0.02 -0.04
C -0.02 0.01 0.04
C -0.01 0.06 0.04
C 0.13 -0.03 0.00
C -0.03 0.13 0.11
C -0.03 -0.05 0.03
N 0.50 -0.32 -0.66
N -0.02 0.41 -0.03
C -0.10 -0.15 0.39
C -0.04 -0.10 0.05
C 0.01 0.07 0.04
C 0.03 0.00 -0.08
C -0.05 -0.08 0.04
N -0.02 -0.18 -0.15
H 0.01 -0.01 0.00
H 0.00 0.01 0.04
H -0.02 0.03 0.02
H 0.02 0.02 -0.03
H 0.00 0.00 0.00
H 0.00 0.01 -0.02
H 0.00 0.00 -0.01
H 0.01 -0.01 -0.02
H -0.01 -0.06 -0.09
O -0.41 -0.12 0.05
S -0.35 0.23 0.28
O 0.03 -0.04 -0.09
O -0.32 0.36 0.14
O 0.37 -0.06 -0.09

Values from the calculation:
Charge = +1
HOMO-LUMO gap (alpha / beta) = 6.6 / 6.3 eV
<S²> = 0.784
Spin multiplicity = 2

---

A 2-piece molecular cluster, C6H14N4O overall at a distorted geometry, computed with the ωB97M-V functional and the def2-TZVPD basis.

Each line ends with the Mulliken charge.
Atoms and positions in Å:
C: 0.55920 2.11862 -0.45805  0.45
C: 0.34088 -1.93041 -0.34180  -0.46
C: 1.26624 -2.80414 0.30799  0.50
C: -0.19944 3.36425 -0.49270  -0.57
C: -1.64580 3.05209 0.17028  -0.52
C: -1.55247 1.54226 0.24053  -0.55
N: -0.21092 1.13373 -0.16396  0.21
N: 1.16692 -2.81886 1.67362  -0.31
N: -0.62461 -2.40176 -1.01769  -0.15
N: 2.27451 -3.34569 -0.44274  -0.37
O: 1.78597 2.15951 -0.87172  -0.37
H: 0.20018 4.28502 0.12129  0.32
H: -0.32757 3.61631 -1.53011  0.31
H: -1.76723 3.58611 1.16345  0.33
H: -2.42358 3.21084 -0.53406  0.26
H: -1.78440 1.05471 1.15708  0.41
H: -2.18536 1.13902 -0.62498  0.30
H: 1.92424 -3.13288 2.18928  0.21
H: 0.32998 -2.50813 2.06157  0.22
H: 2.28750 1.41495 -0.97654  0.31
H: -0.72947 -3.37143 -1.47671  0.32
H: -1.34166 -1.91839 -1.54199  0.26
H: 0.01389 0.00489 -0.18845  0.32
H: 3.00985 -3.79709 0.20886  0.27
H: 2.49850 -3.41101 -1.47254  0.28

Atomic forces in eV per Å
C -0.04 0.30 -0.37
C -1.29 1.13 -0.04
C 1.61 -0.41 -0.31
C -1.64 3.23 2.66
C 2.50 -0.06 0.56
C -1.35 -1.27 -2.19
N 1.29 -3.52 0.56
N 0.89 -0.50 -4.95
N -0.95 -2.98 -2.79
N 1.06 -0.81 3.46
O -1.79 3.30 0.43
H -0.04 -1.95 -1.64
H 0.19 0.46 -0.50
H 0.00 -0.76 -1.40
H -0.68 1.06 -0.20
H -0.45 -0.25 0.73
H 0.31 0.21 1.57
H 1.28 -0.87 1.57
H -1.29 0.65 1.05
H 1.80 -3.51 -0.24
H 0.67 0.81 1.85
H 0.15 1.46 0.43
H 0.05 2.95 0.07
H -1.26 0.74 -1.97
H -1.02 0.58 1.65

Values from the calculation:
Charge = +2
HOMO-LUMO gap = 9.7 eV

---

Q: Which relative energy (zero: lowest compared OMol25 entry of this formula, charge and spin) values were calculated for the entries above? A: 0.0; 0.3; 0.0; 98.2, in kJ/mol.